{"formula": "C34H57AlF3N2O2Si", "method": "ωB97M-V with the def2-TZVPD basis set", "elements": ["O", "O", "C", "C", "H", "H", "H", "H", "H", "C", "C", "H", "H", "H", "H", "H", "C", "C", "C", "H", "H", "H", "H", "H", "C", "H", "H", "H", "H", "H", "H", "N", "C", "C", "C", "C", "H", "H", "H", "C", "H", "H", "H", "N", "C", "C", "C", "C", "H", "C", "H", "C", "H", "C", "C", "C", "C", "C", "C", "H", "C", "H", "C", "H", "C", "C", "Al", "H", "H", "H", "H", "H", "H", "H", "H", "H", "H", "H", "H", "H", "C", "Si", "H", "H", "C", "C", "C", "H", "H", "H", "H", "H", "H", "H", "H", "H", "F", "C", "F", "F"], "coordinates": [[0.874, -2.350, 0.619], [-2.759, -2.141, -5.605], [2.219, -2.357, 0.009], [3.178, -3.522, 0.147], [2.657, -1.458, 0.378], [2.100, -2.226, -1.081], [3.663, -3.587, 1.147], [3.956, -3.130, -0.508], [2.886, -4.519, -0.207], [0.125, -3.458, -0.084], [0.226, -3.471, -1.601], [-0.914, -3.368, 0.233], [0.525, -4.358, 0.375], [0.142, -2.511, -2.137], [-0.595, -4.090, -2.012], [1.202, -3.928, -1.850], [-3.435, -1.692, -4.399], [-1.742, -1.212, -5.949], [-3.966, -2.858, -3.547], [-4.233, -1.046, -4.790], [-2.843, -1.053, -3.686], [-4.192, -3.704, -4.198], [-4.862, -2.547, -2.984], [-3.199, -3.163, -2.816], [-0.800, -1.658, -7.065], [-1.059, -0.902, -5.100], [-2.317, -0.325, -6.244], [-0.053, -2.369, -6.685], [-0.273, -0.746, -7.392], [-1.331, -2.092, -7.902], [-1.104, 1.824, -1.377], [1.688, 0.578, 2.226], [1.629, 1.926, 2.390], [0.492, 2.594, 2.026], [-0.775, 2.035, 1.888], [2.798, 2.689, 2.955], [3.677, 2.614, 2.298], [3.061, 2.320, 3.958], [2.530, 3.758, 3.050], [-1.893, 3.057, 1.792], [-2.370, 3.233, 2.767], [-2.670, 2.795, 1.068], [-1.460, 4.011, 1.468], [-1.026, 0.709, 2.043], [2.981, 0.012, 2.478], [4.002, 0.107, 1.501], [3.857, 0.963, 0.272], [5.096, -0.756, 1.654], [5.863, -0.779, 0.877], [5.183, -1.617, 2.747], [6.013, -2.325, 2.811], [4.248, -1.556, 3.786], [4.350, -2.176, 4.663], [3.147, -0.679, 3.676], [2.143, -0.521, 4.774], [-2.411, 0.469, 2.383], [-3.351, 0.253, 1.362], [-2.971, 0.466, -0.062], [-4.656, -0.100, 1.716], [-5.342, -0.321, 0.907], [-5.044, -0.129, 3.059], [-6.066, -0.398, 3.321], [-4.149, 0.282, 4.049], [-4.449, 0.367, 5.093], [-2.833, 0.628, 3.719], [-1.937, 1.221, 4.758], [0.389, -0.854, 1.954], [3.538, 0.378, -0.603], [4.819, 1.420, 0.006], [3.128, 1.767, 0.402], [1.957, 0.543, 5.003], [2.475, -1.017, 5.695], [1.176, -0.992, 4.519], [-3.875, 0.496, -0.679], [-2.293, -0.303, -0.453], [-2.496, 1.434, -0.213], [-0.888, 0.889, 4.695], [-2.316, 0.948, 5.754], [-1.935, 2.321, 4.721], [0.545, 3.679, 1.992], [-0.459, 1.505, -2.174], [0.287, 2.970, -3.173], [0.346, 1.003, -1.604], [-0.932, 0.768, -2.831], [1.738, 2.666, -4.338], [0.972, 3.930, -1.676], [-1.394, 3.569, -3.829], [-2.003, 2.713, -4.114], [-1.409, 4.299, -4.651], [-1.869, 4.021, -2.946], [2.636, 2.345, -3.799], [2.039, 3.585, -4.864], [1.580, 1.899, -5.104], [1.751, 3.335, -1.213], [0.157, 4.012, -0.978], [1.393, 4.915, -1.952], [-1.509, -2.665, 2.422], [-0.399, -2.167, 3.130], [-0.936, -1.825, 4.364], [0.355, -3.304, 3.376]], "de_lowest_ev": 0.000, "orbital_gap_ev": 8.49, "charge": 1, "e_tot_ha": -2421.0898, "lumo_ev": -2.8, "molar_mass_g_mol": 637.90}



{"formula": "C5H10N2O", "method": "ωB97M-V with the def2-TZVPD basis set", "elements": ["C", "O", "H", "H", "H", "H", "C", "C", "C", "C", "N", "N", "H", "H", "H", "H", "H", "H"], "coordinates": [[1.453, 2.170, 0.757], [1.313, 2.457, -0.634], [0.417, 2.770, -0.752], [2.469, 1.908, 1.034], [1.084, 2.947, 1.439], [0.869, 1.270, 0.943], [-1.989, -0.009, 0.412], [-0.912, -0.922, -0.031], [1.024, -1.805, -0.024], [-0.836, -1.721, -1.136], [0.254, -0.994, 0.678], [0.401, -2.271, -1.116], [1.976, -2.059, 0.398], [-1.744, 0.604, 1.291], [-2.961, -0.448, 0.628], [0.882, -2.921, -1.741], [-1.581, -1.826, -1.902], [-2.119, 0.850, -0.244]], "de_lowest_ev": 1.213, "orbital_gap_ev": [2.47, 8.55], "charge": -1, "spin_multiplicity": 2, "e_tot_ha": -381.1960, "lumo_ev": [3.7, 3.6], "molar_mass_g_mol": 114.15, "s2": 0.75}



{"formula": "C16H23NO5", "method": "ωB97M-V with the def2-TZVPD basis set", "elements": ["C", "C", "C", "C", "C", "O", "O", "C", "C", "O", "C", "N", "C", "C", "C", "C", "O", "O", "C", "C", "C", "C", "H", "H", "H", "H", "H", "H", "H", "H", "H", "H", "H", "H", "H", "H", "H", "H", "H", "H", "H", "H", "H", "H", "H"], "coordinates": [[4.357, -5.707, 2.336], [4.240, -4.214, 2.057], [3.296, -3.529, 3.044], [3.180, -2.031, 2.776], [2.425, -1.739, 1.506], [1.556, -2.415, 1.024], [2.862, -0.595, 0.944], [2.073, -0.108, -0.123], [0.740, 0.438, 0.428], [0.540, 0.439, 1.624], [-0.187, 0.922, -0.565], [0.080, 0.911, -1.922], [-0.956, 1.422, -2.610], [-0.935, 1.523, -4.088], [-1.941, 1.785, -1.691], [-3.226, 2.385, -2.057], [-3.558, 2.659, -3.189], [-4.016, 2.593, -0.994], [-5.286, 3.189, -1.242], [-5.184, 4.705, -1.329], [-1.456, 1.469, -0.396], [-2.152, 1.673, 0.897], [5.032, -6.179, 1.626], [4.740, -5.879, 3.340], [3.383, -6.185, 2.255], [5.229, -3.753, 2.120], [3.864, -4.063, 1.043], [3.659, -3.686, 4.062], [2.304, -3.975, 2.961], [2.616, -1.548, 3.579], [4.160, -1.553, 2.720], [2.654, 0.689, -0.592], [1.871, -0.919, -0.833], [0.922, 0.559, -2.346], [-1.858, 1.980, -4.430], [-0.091, 2.128, -4.417], [-0.839, 0.534, -4.536], [-5.911, 2.885, -0.399], [-5.694, 2.785, -2.174], [-4.568, 4.985, -2.180], [-6.174, 5.131, -1.456], [-4.737, 5.105, -0.422], [-1.519, 1.351, 1.716], [-2.410, 2.723, 1.022], [-3.082, 1.108, 0.911]], "de_lowest_ev": 0.094, "orbital_gap_ev": 9.19, "smiles": "CCCCC(=O)OCC(=O)c1[nH]c(C)c(C(=O)OCC)c1C", "e_tot_ha": -1054.4865, "lumo_ev": 0.5, "molar_mass_g_mol": 309.36}



{"formula": "C4H9NO3", "method": "ωB97M-V with the def2-TZVPD basis set", "elements": ["N", "C", "C", "O", "C", "C", "O", "O", "H", "H", "H", "H", "H", "H", "H", "H", "H"], "coordinates": [[2.177, 0.283, 0.430], [0.861, 0.319, -0.165], [0.805, -0.442, -1.467], [1.835, 0.047, -2.346], [-0.145, -0.348, 0.851], [-1.564, 0.071, 0.880], [-1.968, 1.204, 0.712], [-2.425, -0.933, 1.140], [2.685, -0.577, 0.518], [2.532, 1.120, 0.841], [0.416, 1.314, -0.110], [-0.052, -0.081, -2.045], [0.905, -1.520, -1.367], [2.677, 0.000, -1.908], [0.138, -0.178, 1.903], [-0.094, -1.444, 0.785], [-3.309, -0.612, 1.396]], "de_lowest_ev": 1.393, "orbital_gap_ev": 10.01, "smiles": "N[C@@H](CO)CC(=O)O", "e_tot_ha": -438.2779, "lumo_ev": 0.7, "molar_mass_g_mol": 119.12}



{"formula": "C5H16BNO8Si2", "method": "ωB97M-V with the def2-TZVPD basis set", "elements": ["C", "C", "O", "B", "O", "Si", "O", "Si", "O", "N", "O", "H", "H", "H", "H", "H", "H", "H", "H", "H", "H", "C", "O", "C", "O", "O", "C", "H", "H", "H", "H", "H", "H"], "coordinates": [[1.225, 0.854, -0.159], [0.688, 1.950, -1.074], [-0.470, 2.583, -0.513], [-1.707, 2.068, -0.677], [-1.988, 0.994, -1.492], [-3.223, 2.935, 0.347], [-4.559, 1.928, 0.408], [-5.608, 1.790, -0.830], [-5.656, 0.204, -1.350], [-6.409, -0.671, -0.466], [-5.729, -1.423, 0.087], [0.442, 0.500, 0.503], [1.628, 0.023, -0.729], [2.029, 1.246, 0.459], [0.500, 1.577, -2.080], [1.431, 2.738, -1.178], [-1.641, 1.056, -2.380], [-3.592, 4.231, -0.277], [-2.826, 3.190, 1.749], [-5.209, 2.616, -1.979], [-6.958, 2.124, -0.352], [2.270, -4.084, 1.780], [3.661, -3.911, 1.487], [3.973, -2.715, 0.999], [3.202, -1.813, 0.797], [5.284, -2.685, 0.772], [5.761, -1.445, 0.242], [2.173, -5.093, 2.165], [1.945, -3.366, 2.530], [1.672, -3.969, 0.879], [5.564, -0.631, 0.936], [5.292, -1.232, -0.716], [6.831, -1.572, 0.112]], "orbital_gap_ev": 9.87, "e_tot_ha": -1460.7176, "lumo_ev": 0.0, "molar_mass_g_mol": 285.17}



{"formula": "C31H39N5O2P2Sr", "method": "ωB97M-V with the def2-TZVPD basis set", "elements": ["Sr", "C", "C", "C", "C", "C", "C", "C", "C", "C", "H", "H", "H", "H", "H", "H", "H", "H", "H", "H", "H", "H", "H", "H", "H", "P", "P", "N", "N", "N", "N", "C", "C", "C", "C", "C", "C", "C", "C", "C", "C", "C", "C", "C", "C", "C", "C", "C", "C", "H", "H", "H", "H", "H", "H", "H", "H", "H", "H", "H", "H", "H", "H", "H", "H", "H", "H", "H", "H", "O", "C", "C", "C", "C", "O", "N", "H", "H", "H", "H"], "coordinates": [[0.258, -2.601, -0.198], [4.622, 2.340, -1.497], [3.774, 2.907, -0.619], [2.933, 4.095, -0.974], [2.294, 4.050, -2.387], [1.759, 2.702, -2.823], [2.502, 1.872, -3.566], [3.905, 2.273, -3.989], [4.835, 2.858, -2.885], [-2.298, -3.374, -0.407], [5.322, 1.552, -1.198], [3.773, 2.614, 0.429], [3.540, 5.019, -0.891], [2.137, 4.204, -0.223], [1.482, 4.798, -2.416], [3.026, 4.430, -3.118], [0.709, 2.498, -2.597], [2.100, 0.966, -4.029], [3.862, 3.038, -4.795], [4.429, 1.408, -4.433], [5.874, 2.618, -3.178], [4.795, 3.958, -2.906], [-1.811, -4.315, -0.148], [-2.827, -3.518, -1.359], [-3.029, -3.023, 0.342], [-2.043, -0.557, -0.711], [-0.338, -0.131, 1.939], [-1.674, -0.770, -2.486], [-3.666, 0.011, -0.925], [1.338, -0.309, 1.454], [-0.011, 0.352, 3.566], [-1.170, 1.020, -0.473], [-0.804, 1.340, 0.995], [-1.209, -1.994, -2.975], [-1.021, -1.900, -4.334], [-1.353, -0.567, -4.711], [-1.740, 0.115, -3.563], [-4.700, -0.845, -1.331], [-5.887, -0.133, -1.285], [-5.575, 1.193, -0.835], [-4.213, 1.266, -0.614], [2.107, -1.512, 1.527], [3.179, -1.373, 0.672], [3.200, -0.028, 0.235], [2.042, 0.578, 0.653], [0.984, 1.100, 4.227], [0.717, 1.065, 5.598], [-0.492, 0.310, 5.794], [-0.921, -0.092, 4.544], [-1.796, 1.817, -0.891], [-0.286, 0.946, -1.120], [-0.029, 2.100, 1.006], [-1.657, 1.758, 1.565], [-1.235, -2.891, -2.349], [-0.683, -2.695, -4.965], [-1.319, -0.161, -5.712], [-2.064, 1.137, -3.416], [-4.477, -1.868, -1.619], [-6.864, -0.516, -1.500], [-6.273, 2.003, -0.631], [-3.573, 2.073, -0.306], [1.826, -2.284, 2.214], [3.847, -2.129, 0.282], [4.001, 0.506, -0.225], [1.664, 1.536, 0.418], [1.744, 1.616, 3.668], [1.314, 1.524, 6.386], [-0.976, 0.088, 6.726], [-1.812, -0.639, 4.233], [0.672, -4.128, 1.985], [-0.381, -3.987, 2.679], [-0.811, -4.812, 3.886], [-2.208, -4.301, 4.178], [-2.412, -3.178, 3.193], [-3.421, -2.481, 3.163], [-1.304, -3.043, 2.367], [-0.787, -5.889, 3.676], [-0.145, -4.604, 4.729], [-2.979, -5.078, 4.076], [-2.294, -3.927, 5.209]], "orbital_gap_ev": 5.55, "e_tot_ha": -2342.2344, "lumo_ev": -0.6, "molar_mass_g_mol": 663.25}